Molecular formula: C23H58BNO13S
Method: DFT, ωB97M-V with the def2-TZVPD basis set

```
97
C23H58BNO13S, DFT ωB97M-V with the def2-TZVPD basis set
C -2.1528 -0.1310 5.7196
C -1.4949 1.0072 4.9407
C -1.1117 0.5714 3.5511
O -0.7179 -0.5274 3.2726
O -1.1841 1.5389 2.5943
C -2.5030 1.7718 2.0838
C -3.1375 0.5035 1.5322
C -2.4360 -0.0847 0.2639
B -1.9557 -1.5941 0.5631
N -0.5601 -2.0032 0.3818
O -2.8973 -2.5121 0.9421
C -3.4197 -0.0701 -0.9149
C -2.8086 -0.6095 -2.2124
C -1.3377 -0.1813 -2.4101
C -0.8997 0.0886 -3.8559
C 0.6072 -0.1683 -4.0791
O 1.3148 0.9986 -4.4810
S -0.9851 1.2660 -1.4618
O -1.9211 2.3018 -1.8075
O 0.4259 1.5422 -1.5170
O -1.2607 0.7401 -0.0158
H -3.0343 -0.5106 5.1986
H -1.4546 -0.9628 5.8249
H -2.4413 0.2137 6.7135
H -2.1455 1.8791 4.8620
H -0.5653 1.3153 5.4291
H -2.4062 2.5276 1.3036
H -3.1415 2.1912 2.8713
H -4.1750 0.7459 1.2714
H -3.1884 -0.2440 2.3302
H -0.1604 -2.2556 1.2811
H -0.5106 -2.8370 -0.1986
H -3.7643 -2.1358 1.1323
H -3.7884 0.9459 -1.0802
H -4.2956 -0.6597 -0.6269
H -3.3914 -0.2177 -3.0492
H -2.8617 -1.7019 -2.2565
H -0.6901 -0.9401 -1.9570
H -1.0638 1.1460 -4.0784
H -1.4989 -0.5233 -4.5323
H 0.7621 -0.9066 -4.8687
H 1.0630 -0.5571 -3.1625
H 1.2764 1.6101 -3.7319
C 2.2573 1.5994 1.0964
C 2.4968 1.7949 2.5786
O 3.7766 2.3660 2.8601
H 3.0370 0.9706 0.6631
H 1.2910 1.1305 0.9135
H 2.2709 2.5564 0.5698
H 2.4857 0.8346 3.0959
H 1.7071 2.4166 3.0149
H 3.8184 3.2207 2.4217
C -7.3072 1.4247 -4.9103
C -6.1677 1.5421 -3.9171
O -5.8817 0.3013 -3.2707
H -8.2077 1.0618 -4.4146
H -7.5249 2.3898 -5.3689
H -7.0554 0.7205 -5.7069
H -6.4249 2.2349 -3.1173
H -5.2668 1.9220 -4.4103
H -5.6443 -0.3359 -3.9515
C 4.8750 0.8715 -4.3124
C 4.3156 -0.5307 -4.4438
O 5.3147 -1.4864 -4.7997
H 5.3478 1.1795 -5.2456
H 4.0832 1.5795 -4.0694
H 5.6307 0.9141 -3.5236
H 3.5702 -0.5676 -5.2360
H 3.8273 -0.8343 -3.5114
H 5.9843 -1.4878 -4.1094
C 3.6758 -2.1004 2.4807
C 3.8798 -1.8959 3.9698
O 5.1304 -1.2869 4.2695
H 4.4715 -2.7185 2.0637
H 2.7165 -2.5786 2.2768
H 3.6951 -1.1384 1.9626
H 3.8818 -2.8523 4.4916
H 3.0644 -1.2914 4.3840
H 5.1490 -0.4218 3.8459
C 5.3037 -4.3300 -6.4634
C 4.1266 -5.0730 -7.0643
O 2.8870 -4.4123 -6.8154
H 5.1692 -4.2054 -5.3903
H 6.2365 -4.8675 -6.6449
H 5.3935 -3.3311 -6.8926
H 4.0234 -6.0632 -6.6219
H 4.2674 -5.2034 -8.1434
H 2.9470 -3.5299 -7.1932
C -1.3314 3.3094 9.8306
C -1.2306 2.4407 8.5917
O -1.2040 3.2079 7.3898
H -2.2229 3.9349 9.7833
H -1.3795 2.6988 10.7329
H -0.4633 3.9674 9.9126
H -2.1038 1.7949 8.5086
H -0.3438 1.7997 8.6474
H -0.4363 3.7867 7.4270
```

## Properties
Total energy, a.u.: -2367.065494
Lowest unoccupied orbital energy, eV: 0.27
Structure (SMILES): CCC(=O)OCC[C@@]1(B(N)O)CC[C@@H](CCO)S(=O)(=O)O1.CCO.CCO.CCO.CCO.CCO.CCO

***

Molecular formula: C5H10O
Method: DFT, ωB97M-V with the def2-TZVPD basis set

```
16
C5H10O, DFT ωB97M-V with the def2-TZVPD basis set
C 2.0704 0.7942 0.3608
C 1.8576 -0.4490 -0.4461
C -0.4098 -0.9361 0.2300
C -1.1337 0.1386 -0.2450
C -2.6805 0.1356 0.0426
H 2.7290 1.3236 -0.3841
H 2.6380 0.7137 1.2790
H 1.1331 1.3042 0.6078
H 1.3751 -0.1502 -1.3399
H 2.6274 -1.0914 -0.6583
H -1.0726 -1.7738 0.5600
H -0.7941 1.1355 -0.5115
H -2.9632 -1.2765 -0.1811
H -3.0870 0.5411 1.3682
H -3.1888 0.8835 -0.9210
O 0.8990 -1.2931 0.2384
```

## Properties
Total energy, a.u.: -271.566530
Lowest unoccupied orbital energy, eV: 0.98
Relative energy (zero: lowest compared OMol25 entry of this formula, charge and spin), kJ/mol: 488.6

***

Molecular formula: C28H36ClIO7PS
Method: DFT, ωB97M-V with the def2-TZVPD basis set

```
75
C28H36ClIO7PS, DFT ωB97M-V with the def2-TZVPD basis set
C 3.5370 1.9943 2.3407
C 4.7974 1.1093 2.1837
C 5.5790 1.3787 0.8728
C 4.7416 1.1644 -0.4342
C 3.7855 -0.0512 -0.3421
C 3.0184 -0.1695 -1.7084
C 1.6738 -0.9052 -1.6041
C 0.4882 -0.2644 -1.9819
C -0.7540 -0.9264 -1.8804
C -0.8026 -2.2210 -1.3834
C -2.1616 -2.8985 -1.2351
C -2.8269 -2.4922 0.1193
O -3.2359 -3.6966 0.7583
C -3.8243 -3.4663 2.0342
C -2.8511 -3.9586 3.1464
C 0.3771 -2.8744 -1.0023
C 0.2035 -4.2973 -0.4458
C 1.6267 -2.2514 -1.1257
S 3.1182 -3.1680 -0.6792
C 3.4652 -2.9427 1.0795
O 4.2381 -2.7925 -1.5101
O 2.9193 -4.5933 -0.8430
C -2.0028 -0.1627 -2.2958
O -2.9226 -0.6406 -2.9296
C -2.0140 1.2974 -1.9020
C -3.1917 1.8952 -1.4921
C -3.1477 3.2461 -1.1057
O -4.2585 3.8665 -0.6589
C -5.0236 3.0483 0.2442
C -6.0398 3.8279 1.1554
C -1.9396 3.9279 -1.1968
C -0.7599 3.3327 -1.6392
P 0.7651 4.3524 -1.7679
O 0.2818 5.7770 -1.0674
Cl 2.0693 3.4520 -0.4083
C -0.7916 1.9708 -1.9872
C 0.4109 1.1731 -2.4992
O 1.1787 1.6759 -3.2937
H 3.3523 2.1190 3.4195
H 3.6889 2.9766 1.8763
H 2.6262 1.5544 1.9146
H 5.4780 1.3508 3.0166
H 4.5482 0.0397 2.2466
H 6.4060 0.6494 0.8169
H 6.0347 2.3805 0.9097
H 5.4901 0.9752 -1.2245
H 4.2198 2.0779 -0.7376
H 4.4386 -0.9105 -0.1669
H 3.0376 0.0785 0.4511
H 3.6541 -0.7067 -2.4280
H 2.9237 0.8510 -2.0890
H -2.0990 -3.9893 -1.2496
H -2.8599 -2.6017 -2.0210
H -3.7234 -1.8636 -0.0465
H -2.1396 -1.8854 0.7379
H -4.7079 -4.1248 2.0916
H -4.1628 -2.4325 2.1886
H -3.3727 -4.5504 3.9124
H -2.2772 -3.1314 3.5805
H -2.1734 -4.6708 2.6500
H 1.0113 -4.4761 0.2680
H -0.7297 -4.3894 0.1253
H 0.2189 -5.0328 -1.2605
H 3.2560 -1.9229 1.4152
H 2.8778 -3.6901 1.6278
H 4.5246 -3.2086 1.2013
H -4.0871 1.2773 -1.4945
H -5.6357 2.3323 -0.3309
H -4.3299 2.4894 0.8958
H -6.7089 3.0091 1.5326
H -5.5413 4.3370 2.0073
H -6.6303 4.4999 0.5352
H -1.9608 4.9817 -0.9062
H 0.2731 5.6641 -0.1015
I -4.6471 6.2261 1.1211
```

## Properties
Total energy, a.u.: -3112.683867
Lowest unoccupied orbital energy, eV: 0.92
Net charge: -1

***

Molecular formula: C2H5ClN2
Method: DFT, ωB97M-V with the def2-TZVPD basis set

```
10
C2H5ClN2, DFT ωB97M-V with the def2-TZVPD basis set
C -0.9604 1.0857 0.9226
C 0.5265 0.0258 -1.8130
N -0.5420 0.0797 1.5548
N 0.6365 -0.7369 -0.9077
Cl 1.7163 -2.4775 -0.9643
H -1.3038 1.9124 1.4502
H -0.8027 1.1494 -0.0917
H 1.0297 0.0773 -2.6636
H -0.6169 -0.1134 2.5257
H 0.3167 -1.0025 -0.0131
```

## Properties
Total energy, a.u.: -648.751250
Lowest unoccupied orbital energy, eV: 0.07
Relative energy (zero: lowest compared OMol25 entry of this formula, charge and spin), kJ/mol: 400.8

***

Molecular formula: C19H21N3O2
Method: DFT, ωB97M-V with the def2-TZVPD basis set

```
45
C19H21N3O2, DFT ωB97M-V with the def2-TZVPD basis set
C -1.0502 -3.7920 -0.8863
H -1.1178 -3.4447 -1.9872
H -0.4455 -4.6681 -1.0465
H -2.0091 -3.9410 -0.5105
C -0.2227 -2.9711 -0.3482
C -0.9814 -1.5589 -0.0125
N -2.3255 -1.4984 0.1501
N -2.5440 -0.0343 -0.0204
C -1.4405 0.7203 -0.0136
C -0.2806 -0.2347 -0.0227
C 1.0356 0.3561 -0.0499
C 1.4342 1.3377 -0.9197
C 2.9049 1.3801 -0.9672
C 3.8530 0.9127 -0.1203
C 3.3876 -0.2970 0.4683
C 1.9712 -0.6171 0.7525
H 1.7786 -1.5855 1.2874
O 4.1257 -1.1768 1.4333
C 5.6741 -0.9572 1.2608
H 5.9171 -0.0804 1.8579
H 5.9140 -1.1968 0.2222
H 5.7811 -1.8010 2.1033
O 5.1701 1.2465 -0.1103
C 5.5502 2.2646 -0.7714
H 5.3855 2.2394 -2.2489
H 5.2616 3.1837 -0.6167
H 6.7044 2.0652 -0.8123
H 3.2284 2.5709 -1.4782
H 0.7587 1.7866 -1.2857
N -1.3464 2.0329 0.1099
H -2.2100 2.6389 0.3066
H -0.5589 2.4586 0.2589
C -3.8287 0.3890 0.2157
C -4.8284 -0.4202 -0.6203
C -6.1684 0.0087 -0.5174
C -6.4909 1.2860 0.3796
C -5.5693 1.7100 0.9796
C -4.2657 1.3546 1.3571
H -3.5720 1.8293 1.7861
H -6.0205 2.5986 1.9420
H -7.4901 1.2986 0.5557
H -7.0045 -0.3517 -0.9014
H -4.5748 -1.1228 -1.2271
H 0.6651 -2.7880 -0.6646
H -0.1551 -3.1315 0.7323
```

## Properties
Total energy, a.u.: -1050.690970
Lowest unoccupied orbital energy, eV: 0.23
Relative energy (zero: lowest compared OMol25 entry of this formula, charge and spin), kJ/mol: 1951.8

***

Molecular formula: H4O2
Method: DFT, ωB97M-V with the def2-TZVPD basis set

```
6
H4O2, DFT ωB97M-V with the def2-TZVPD basis set
H -1.5473 0.7741 -0.0212
H -1.1000 -0.6408 -0.4702
H 1.6881 0.7625 -0.0692
H 1.2001 -0.4781 0.7064
O -1.7916 -0.1947 -0.0229
O 1.5507 -0.2229 -0.1228
```

## Properties
Total energy, a.u.: -152.866691
Lowest unoccupied orbital energy, eV: 0.66
Relative energy (zero: lowest compared OMol25 entry of this formula, charge and spin), kJ/mol: 21.7
Structure (SMILES): O.O

***

Molecular formula: C52H38N8SV
Method: DFT, ωB97M-V with the def2-TZVPD basis set

```
100
C52H38N8SV, DFT ωB97M-V with the def2-TZVPD basis set
V -0.3872 -0.1173 -0.3379
C 3.6856 5.8805 1.6023
C 3.3171 4.9494 2.5606
C 2.3640 3.9904 2.2819
C 1.7281 3.9350 1.0278
C 2.2241 4.8013 0.0352
C 3.1510 5.7772 0.3280
C 0.6887 2.9790 0.7131
C 0.0733 2.1197 1.6566
C -0.2148 2.5033 2.9983
C -1.1330 1.6156 3.4741
C -1.3504 0.6509 2.4488
C -2.2222 -0.4436 2.5943
C -2.9135 -0.5978 3.8858
C -2.1485 -0.7485 5.0405
C -2.7575 -0.8606 6.2745
C -4.1397 -0.8304 6.3712
C -4.9068 -0.6991 5.2255
C -4.2999 -0.5876 3.9869
C -2.3389 -1.4453 1.6360
N -1.4974 -1.5157 0.5504
C -1.6817 -2.7322 0.0051
C -0.7116 -3.1803 -1.0430
C -0.1385 -4.5065 -0.6459
C -0.5371 -5.6636 -1.3021
C -0.0989 -6.8971 -0.8570
C 0.7385 -6.9803 0.2415
C 1.1450 -5.8277 0.8933
C 0.6988 -4.5924 0.4614
C -0.5681 -1.5301 -2.3058
C 0.0330 -1.5891 -3.7046
C -0.8304 -0.5265 -4.3108
C -1.3144 0.2641 -3.2783
N -1.1765 -0.3073 -2.0512
C -1.6097 1.6578 -3.3529
C -1.1378 2.4233 -2.2922
C -1.1751 3.8488 -2.2474
C -0.4149 4.2243 -1.1802
C 0.0424 3.0208 -0.5629
N -0.4320 1.9389 -1.2036
C -2.1176 2.2141 -4.6017
C -3.3044 1.7191 -5.1441
C -3.7554 2.1660 -6.3709
C -3.0164 3.0948 -7.0858
C -1.8376 3.5946 -6.5557
C -1.3979 3.1716 -5.3160
C -2.6719 -3.4551 0.6897
C -3.0979 -2.6443 1.7189
N -0.6231 0.9831 1.3383
H 4.3968 6.6561 1.8347
H 3.7811 4.9676 3.5362
H 2.0960 3.2807 3.0479
H 1.8709 4.7058 -0.9780
H 3.4649 6.4544 -0.4511
H 0.1099 3.4021 3.4854
H -1.6240 1.6465 4.4276
H -1.0734 -0.7927 4.9505
H -2.1531 -0.9747 7.1628
H -4.6136 -0.9080 7.3392
H -5.9845 -0.6820 5.3026
H -4.8952 -0.4709 3.0932
H -1.2009 -5.5967 -2.1511
H -0.4179 -7.7987 -1.3590
H 1.0619 -7.9462 0.5962
H 1.7988 -5.8863 1.7516
H 0.9924 -3.6925 0.9857
H 1.0901 -1.3264 -3.8640
H -0.7861 -0.2103 -5.3362
H -1.7322 4.4732 -2.9175
H -0.2569 5.2149 -0.8012
H -3.8722 0.9952 -4.5785
H -4.6859 1.7909 -6.7725
H -3.3515 3.4185 -8.0601
H -1.2545 4.3121 -7.1155
H -0.4705 3.5481 -4.9097
H -3.0095 -4.4475 0.4517
H -3.8355 -2.8636 2.4647
C 3.7761 -1.2060 -0.5937
C 2.2794 -1.2446 -0.7048
N 1.5331 -0.2665 -0.0959
N 2.2531 0.5249 0.7715
C 2.4517 0.1594 2.0589
N 3.3545 0.8866 2.7711
S 1.7080 -1.1647 2.7064
C 1.5586 -2.2049 -1.3504
C 1.9212 -3.2678 -2.2630
C 1.1071 -3.7514 -3.2217
C -0.2008 -3.1304 -3.6335
C -1.2195 -2.9153 -2.4683
N 0.1793 -1.9899 -1.1513
H 4.0775 -1.2509 0.4546
H 4.2256 -2.0447 -1.1151
H 4.1566 -0.2768 -1.0195
H 2.6890 1.3699 0.4067
H 3.6234 1.8054 2.4460
H 3.3288 0.7461 3.7682
H 2.9018 -3.7093 -2.1466
H 1.4531 -4.5750 -3.8327
H -0.6092 -3.6049 -4.5251
H -2.2685 -3.0804 -2.6989
```

## Properties
Total energy, a.u.: -3784.518153
Lowest unoccupied orbital energy (alpha / beta), eV: -1.17 / -1.82
Spin multiplicity: 4
Relative energy (zero: lowest compared OMol25 entry of this formula, charge and spin), kJ/mol: 445.4

***

Molecular formula: C6H8LiMgO6
Method: DFT, ωB97M-V with the def2-TZVPD basis set

```
22
C6H8LiMgO6, DFT ωB97M-V with the def2-TZVPD basis set
Mg -0.3375 1.0962 1.2725
O -0.8061 -0.9023 1.6932
O 3.0980 -1.3053 0.0209
C 3.8564 -0.0639 -0.0804
C 2.7843 0.9951 0.1030
O 1.6014 0.1786 0.3717
C 1.8565 -1.1166 0.3173
H 4.6061 -0.0751 0.7156
H 4.3365 -0.0475 -1.0618
H 2.5662 1.5847 -0.7916
H 2.9561 1.6560 0.9573
Li 0.1604 -2.4072 0.6147
O -1.7516 -2.1734 0.1490
O -2.8590 -0.4072 1.0223
C -3.4002 0.1167 -0.1993
C -2.6359 1.4002 -0.5307
O -1.2720 1.2046 -0.4267
C -1.7789 -1.1976 0.9129
H -3.2809 -0.6341 -0.9917
H -4.4678 0.3007 -0.0279
H -3.0028 2.1984 0.1506
H -2.9416 1.7075 -1.5521
```

## Properties
Total energy, a.u.: -892.526661
Lowest unoccupied orbital energy (alpha / beta), eV: -0.06 / -0.10
Spin multiplicity: 2
Relative energy (zero: lowest compared OMol25 entry of this formula, charge and spin), kJ/mol: 0.0